No. 1
13
Properties=species:S:1:pos:R:3:forces:R:3:lowdin_charge:R:1 method="wB97M-V/def2-TZVPD" de_lowest_kcal_mol=52.8 homo_lumo_gap_ev=10.81 fmax_ev_per_a=1.6
H -0.910 1.407 -0.786 0.342 0.663 -0.475 0.052
N -0.957 0.572 -0.243 0.248 0.638 -0.339 0.133
C 0.171 0.051 -0.001 -0.973 0.364 -0.098 -0.427
C 1.517 0.617 -0.519 -0.292 -0.288 0.285 -0.158
O 1.268 1.578 -1.532 0.080 -0.293 -0.005 -0.071
O 0.100 -1.053 0.771 -0.894 0.332 -0.450 -0.067
C -1.331 -1.265 1.197 0.356 -0.460 0.380 -0.058
H 2.201 -0.169 -0.872 -0.316 0.006 0.169 0.125
H 2.032 1.166 0.278 -0.202 -0.258 -0.024 0.129
H 0.912 1.114 -2.301 0.064 0.103 0.083 0.096
H -2.206 -1.107 0.518 1.560 -0.112 -0.063 0.086
H -1.272 -2.310 1.443 -0.198 -0.314 0.620 0.072
H -1.526 -0.599 2.047 0.224 -0.383 -0.083 0.088



No. 2
22
Properties=species:S:1:pos:R:3:forces:R:3:lowdin_charge:R:1 method="wB97M-V/def2-TZVPD" de_lowest_kcal_mol=42.3 smiles="CC(=O)/N=C(/C)C(C)C" homo_lumo_gap_ev=10.03 fmax_ev_per_a=3.9
C 1.289 -2.350 0.253 0.510 0.484 -0.808 -0.016
C 0.727 -1.197 1.040 -1.761 -2.190 2.757 -0.493
O 1.304 -0.580 1.905 -0.495 -0.077 -1.450 0.095
N -0.792 -1.290 1.016 2.151 0.471 -0.092 0.157
C -1.169 -0.390 0.234 2.408 2.816 -0.976 -0.262
C -2.585 -0.023 -0.090 0.105 -0.534 0.106 -0.044
C 0.000 0.797 -0.466 -3.122 -0.253 -0.318 -0.309
C 1.428 0.644 -0.976 0.297 -0.657 0.332 -0.102
C -0.104 2.065 0.378 -0.154 0.044 0.205 -0.092
H 0.618 -2.668 -0.546 -0.027 0.063 0.164 0.082
H 2.236 -2.054 -0.201 0.130 -0.205 0.205 0.079
H 1.440 -3.188 0.936 0.017 0.170 0.030 0.095
H -2.752 1.048 0.015 0.057 -0.047 -0.064 0.071
H -3.257 -0.563 0.582 0.067 0.063 -0.125 0.085
H -2.799 -0.315 -1.121 -0.081 0.099 0.008 0.085
H -0.598 0.953 -1.373 0.063 0.265 -0.032 0.106
H 1.683 1.489 -1.628 -0.377 -0.065 0.049 0.086
H 2.164 0.683 -0.168 -0.080 -0.254 -0.045 0.079
H 1.558 -0.266 -1.564 0.137 0.046 0.046 0.071
H -1.126 2.278 0.703 0.074 -0.099 0.033 0.065
H 0.214 2.941 -0.200 0.119 -0.161 0.055 0.081
H 0.522 1.983 1.271 -0.037 0.022 -0.079 0.081



No. 3
37
Properties=species:S:1:pos:R:3:forces:R:3:lowdin_charge:R:1 method="wB97M-V/def2-TZVPD" de_lowest_kcal_mol=0.0 smiles="C[C@H]1CCCCN1C(=O)CSc1nc(N)cc(=O)[nH]1" homo_lumo_gap_ev=8.88 fmax_ev_per_a=0.7
C -1.212 -2.369 0.720 0.203 0.034 -0.163 -0.024
C 0.011 -2.609 -0.166 0.136 -0.349 0.398 -0.317
C -0.140 -3.832 -1.076 -0.110 0.124 0.047 -0.143
C -1.131 -3.583 -2.208 0.248 -0.038 -0.096 -0.198
C -0.713 -2.337 -2.978 -0.248 0.042 0.198 -0.166
C -0.610 -1.140 -2.030 0.000 -0.077 -0.519 -0.169
N 0.323 -1.427 -0.964 -0.131 -0.191 -0.006 -0.022
C 1.444 -0.742 -0.677 0.326 -0.021 -0.265 -0.541
O 2.269 -1.132 0.132 0.360 -0.136 0.101 0.021
C 1.760 0.521 -1.480 -0.075 0.389 0.287 -0.334
S 0.507 1.848 -1.499 0.016 0.229 -0.315 0.997
C 0.035 1.847 0.187 0.229 -0.257 0.068 -0.619
N 0.524 0.918 0.927 0.073 0.103 0.096 0.103
C 0.195 0.892 2.250 -0.471 0.469 -0.069 -0.371
N 0.738 -0.155 2.912 0.112 -0.079 0.113 0.163
C -0.654 1.825 2.796 0.152 -0.198 0.217 0.041
C -1.221 2.855 1.991 0.128 -0.086 -0.181 -0.479
O -1.982 3.739 2.323 -0.193 0.220 0.085 0.043
N -0.804 2.795 0.629 -0.097 0.146 -0.104 0.137
H -1.080 -1.451 1.287 -0.033 0.060 0.084 0.063
H -1.319 -3.194 1.419 -0.059 -0.095 0.080 0.085
H -2.127 -2.292 0.140 -0.164 0.013 -0.018 0.068
H 0.878 -2.761 0.485 -0.203 0.023 -0.179 0.138
H -0.456 -4.685 -0.473 0.050 -0.053 0.037 0.116
H 0.836 -4.067 -1.506 0.046 -0.043 0.020 0.121
H -1.155 -4.447 -2.874 -0.087 -0.018 0.020 0.110
H -2.137 -3.447 -1.807 -0.091 -0.022 -0.020 0.107
H -1.433 -2.109 -3.765 0.012 0.023 -0.061 0.113
H 0.260 -2.508 -3.445 0.046 0.036 -0.059 0.118
H -0.295 -0.263 -2.589 -0.093 -0.103 0.132 0.067
H -1.595 -0.927 -1.600 0.009 0.098 -0.071 0.129
H 1.938 0.282 -2.530 -0.034 0.043 -0.021 0.089
H 2.667 0.944 -1.049 -0.079 -0.203 -0.064 0.089
H 0.758 -0.151 3.916 -0.001 -0.028 -0.037 0.108
H 1.455 -0.657 2.411 0.076 -0.026 0.021 0.095
H -0.913 1.806 3.841 -0.075 0.028 0.111 0.112
H -1.163 3.514 0.013 0.023 -0.058 0.136 0.150



No. 4
208
Properties=species:S:1:pos:R:3:forces:R:3:lowdin_charge:R:1 method="wB97M-V/def2-TZVPD" de_lowest_kcal_mol=314.4 total_charge=+4 homo_lumo_gap_ev=0.79 fmax_ev_per_a=9.6
C -6.943 -0.920 8.311 -0.157 0.372 0.117 0.044
N -6.351 -2.200 8.654 0.044 -1.316 0.001 -0.088
C -6.533 -2.643 9.905 0.317 0.200 -0.071 0.031
C -6.079 -3.885 10.312 -1.045 0.287 -0.367 0.054
C -5.628 -4.722 9.322 0.766 -1.967 -0.858 -0.118
C -5.524 -4.296 7.980 0.446 0.738 0.266 0.069
C -5.832 -2.985 7.666 -0.572 -0.185 1.343 0.056
C -5.300 -6.188 9.692 1.357 1.412 1.219 -0.122
C -4.165 -6.497 10.476 -0.481 -0.693 -1.089 0.095
C -3.913 -7.861 10.762 0.042 3.764 0.223 -0.001
N -4.821 -8.753 10.459 -1.032 -1.716 1.298 -0.087
C -5.974 -8.494 9.804 1.445 0.195 -0.353 0.049
C -6.167 -7.196 9.388 -1.559 -0.334 -0.673 0.033
C -4.500 -10.099 11.093 0.790 0.600 -2.199 0.077
H -6.326 -0.548 7.493 -0.634 0.572 0.073 0.123
H -6.950 -0.293 9.203 0.468 0.237 -0.326 0.114
H -7.996 -1.111 8.104 0.114 0.199 -0.684 0.127
H -7.094 -1.945 10.509 0.211 -0.162 0.434 0.155
H -6.313 -4.271 11.293 0.252 0.257 0.179 0.146
H -5.119 -4.883 7.169 -0.072 -0.418 0.190 0.144
H -5.787 -2.545 6.681 0.166 -0.062 -0.046 0.160
H -3.530 -5.669 10.756 0.440 -0.361 0.208 0.140
H -3.048 -8.166 11.333 0.011 -0.078 -0.082 0.155
H -6.540 -9.359 9.492 -0.417 0.157 0.331 0.158
H -7.067 -6.908 8.865 -0.154 -0.423 -0.225 0.145
H -4.044 -9.932 12.069 -0.870 -0.242 0.114 0.111
H -3.674 -10.335 10.423 0.064 -1.081 0.265 0.115
H -5.321 -10.799 10.938 0.158 0.169 0.559 0.114
C 10.100 3.567 10.715 0.708 -0.467 1.090 0.028
N 9.029 3.898 9.790 1.689 1.015 -1.868 -0.083
C 7.763 3.757 10.150 -0.713 0.710 0.158 0.010
C 6.803 4.332 9.366 -0.815 0.449 -3.211 0.097
C 7.133 4.859 8.036 0.061 0.061 3.392 -0.094
C 8.471 4.893 7.692 -0.467 -0.562 -0.695 0.038
C 9.405 4.437 8.582 -0.124 -0.414 1.483 0.051
C 6.181 5.598 7.191 -0.892 -0.519 -1.623 -0.124
C 5.286 6.566 7.647 0.347 -0.868 0.354 0.067
C 4.358 7.116 6.786 0.910 0.616 0.103 0.045
N 4.469 6.949 5.454 0.113 -0.344 0.787 -0.077
C 5.325 6.039 4.962 -0.117 -0.423 0.519 0.024
C 6.121 5.300 5.810 0.166 0.405 0.118 0.050
C 3.577 7.700 4.574 -0.296 -0.442 -0.736 0.052
H 10.069 2.497 10.923 0.094 0.074 0.044 0.123
H 9.995 4.127 11.644 -0.357 -0.095 -0.003 0.122
H 11.087 3.849 10.349 -0.285 -0.174 -0.397 0.109
H 7.568 3.317 11.116 -0.067 -0.103 0.001 0.166
H 5.745 4.288 9.578 0.015 -0.112 0.550 0.141
H 8.692 5.215 6.686 0.659 0.294 0.182 0.138
H 10.474 4.547 8.477 -0.066 -0.111 -0.333 0.149
H 5.330 6.844 8.690 -0.437 0.104 0.062 0.144
H 3.612 7.795 7.173 -0.120 0.093 -0.288 0.162
H 5.303 5.824 3.904 -0.059 0.305 -0.089 0.160
H 6.702 4.531 5.324 0.194 -0.133 0.305 0.138
H 4.055 7.857 3.608 0.250 0.332 0.264 0.116
H 3.314 8.632 5.075 -0.248 -0.227 -0.347 0.118
H 2.759 7.018 4.342 -0.509 0.456 0.279 0.131
C -3.147 -2.796 -7.313 0.025 -1.223 -0.071 0.074
N -3.013 -4.234 -6.931 0.474 -0.693 1.605 -0.090
C -2.255 -4.598 -5.840 -0.258 -0.682 -1.454 0.062
C -2.123 -5.952 -5.529 -0.351 -0.065 0.617 0.058
C -2.803 -6.960 -6.224 -0.112 0.621 -1.112 -0.109
C -3.525 -6.536 -7.357 0.233 0.272 0.618 0.073
C -3.639 -5.160 -7.634 -0.020 -1.362 -0.576 0.011
C -2.716 -8.428 -5.830 0.078 0.635 -0.217 -0.139
C -2.078 -9.390 -6.589 -0.679 -0.840 -0.553 0.054
C -2.167 -10.746 -6.242 0.202 -0.015 0.694 0.037
N -2.781 -11.206 -5.113 0.641 2.992 -0.109 -0.068
C -3.325 -10.228 -4.274 0.791 -1.004 -2.147 0.080
C -3.306 -8.881 -4.677 -0.808 -1.393 2.303 0.045
C -2.840 -12.659 -4.831 -1.257 0.419 0.181 0.049
H -4.189 -2.615 -7.580 -0.019 0.243 0.664 0.117
H -2.615 -2.711 -8.260 0.541 0.574 0.413 0.121
H -2.762 -2.308 -6.417 -0.208 0.890 -0.766 0.111
H -1.714 -3.778 -5.391 -0.023 -0.217 0.417 0.150
H -1.544 -6.317 -4.694 0.301 0.648 0.232 0.141
H -3.982 -7.277 -7.996 -0.295 0.226 -0.124 0.136
H -4.190 -4.766 -8.475 -0.196 -0.310 -0.117 0.156
H -1.670 -9.104 -7.548 0.418 -0.269 0.021 0.140
H -1.676 -11.518 -6.815 -0.083 0.095 -0.266 0.146
H -3.798 -10.614 -3.383 -0.006 0.279 0.139 0.154
H -3.807 -8.262 -3.948 0.014 0.513 -0.208 0.144
H -2.681 -12.837 -3.767 0.447 -0.006 -0.208 0.118
H -2.204 -13.226 -5.510 0.087 0.246 0.319 0.112
H -3.887 -12.891 -5.026 0.054 -0.476 -0.075 0.117
C 17.558 2.039 -5.618 0.637 1.031 -0.411 0.034
N 16.115 1.945 -5.383 -0.595 0.673 0.934 -0.081
C 15.409 3.092 -5.140 -2.505 -2.374 -0.735 0.095
C 13.985 2.901 -4.992 2.493 1.327 0.353 0.079
C 13.432 1.638 -4.938 -0.681 2.266 -0.899 -0.180
C 14.213 0.539 -5.112 -0.109 -0.603 0.806 0.046
C 15.559 0.721 -5.237 0.363 -0.323 -1.783 0.032
C 11.965 1.514 -4.834 -0.496 -1.347 0.465 -0.125
C 11.006 2.010 -5.742 -0.163 -0.865 2.121 0.088
C 9.678 1.643 -5.471 0.446 -0.298 -0.712 0.041
N 9.272 0.784 -4.493 2.780 1.294 -0.011 -0.092
C 10.206 0.315 -3.597 0.190 1.212 -1.920 0.055
C 11.562 0.664 -3.782 -2.689 -0.260 0.598 0.050
C 7.856 0.511 -4.287 0.134 0.425 -0.274 0.048
H 17.757 3.060 -5.943 0.092 0.219 0.720 0.108
H 17.935 1.537 -6.509 -0.504 -0.941 0.348 0.123
H 18.050 1.773 -4.683 0.319 0.045 -0.374 0.126
H 15.917 4.042 -5.217 -0.027 -0.025 0.091 0.153
H 13.360 3.771 -4.858 0.065 0.133 -0.039 0.138
H 13.677 -0.399 -5.092 0.741 -0.484 -0.151 0.149
H 16.188 -0.104 -5.537 0.288 -0.060 0.419 0.161
H 11.236 2.684 -6.553 -0.020 -0.110 -0.093 0.145
H 8.952 2.004 -6.185 -0.500 -0.106 0.288 0.153
H 9.784 -0.296 -2.813 0.345 -0.094 0.149 0.153
H 12.153 0.289 -2.959 0.797 0.127 -0.405 0.139
H 7.772 -0.574 -4.342 -0.682 0.223 0.161 0.125
H 7.350 1.062 -5.079 -0.402 -0.538 0.114 0.114
H 7.607 0.982 -3.336 -0.367 -0.498 0.038 0.124
C -9.632 8.483 -5.069 0.370 -0.960 -0.096 0.007
N -9.940 8.025 -3.697 0.067 -1.732 3.374 -0.299
C -9.476 6.539 -3.397 -0.677 0.797 -0.632 0.042
C -9.198 8.816 -2.546 -0.902 0.789 -1.729 0.032
C -11.479 8.116 -3.443 0.224 0.927 0.298 -0.094
C -12.396 7.151 -4.139 -0.437 -1.583 0.145 -0.261
O -12.364 7.252 -5.526 0.424 0.868 -0.954 -0.041
H -9.937 7.640 -5.689 -0.273 0.443 -0.346 0.103
H -8.553 8.567 -5.195 -0.079 0.386 0.168 0.114
H -10.198 9.388 -5.288 0.279 -0.124 -0.048 0.118
H -9.968 5.846 -4.079 0.038 0.258 -0.093 0.100
H -9.780 6.297 -2.379 -0.008 0.190 -0.105 0.108
H -8.394 6.438 -3.488 -0.106 0.378 -0.108 0.110
H -9.420 8.433 -1.550 -0.211 -0.212 -0.395 0.105
H -9.563 9.836 -2.669 -0.033 0.050 0.344 0.102
H -8.123 8.860 -2.721 -0.132 -0.475 -0.224 0.106
H -11.797 9.134 -3.670 0.399 0.137 -0.669 0.138
H -11.705 8.129 -2.377 0.588 -0.753 0.197 0.138
H -13.407 7.263 -3.746 -0.058 0.696 0.186 0.139
H -12.224 6.097 -3.922 0.619 -0.095 0.632 0.122
H -13.191 6.968 -5.921 -0.074 -0.046 0.060 0.110
C -11.221 -2.161 2.489 -1.911 1.352 -1.145 -0.634
F -11.588 -1.356 3.506 -0.378 -0.142 -0.486 0.108
F -10.066 -2.630 2.814 1.072 -1.405 0.130 0.161
F -12.193 -3.124 2.331 1.677 1.056 0.301 0.098
S -11.066 -1.112 0.835 -3.457 1.045 -2.285 0.725
O -12.462 -0.796 0.391 2.967 -1.371 1.508 -0.349
O -10.251 0.086 1.058 -1.043 -2.086 0.394 -0.326
N -10.468 -2.326 -0.276 -2.195 1.591 2.498 -0.296
S -9.036 -1.827 -0.515 2.336 3.971 -2.083 0.530
O -8.924 -0.732 -1.530 -0.030 -2.455 1.628 -0.342
O -8.312 -1.580 0.710 0.820 -0.907 -0.320 -0.340
C -8.256 -3.274 -1.359 0.204 0.061 0.827 -0.669
F -8.997 -4.363 -1.303 -0.294 -0.677 0.108 0.129
F -8.042 -3.018 -2.647 0.701 -0.094 0.127 0.122
F -7.100 -3.535 -0.678 -0.364 0.039 -1.181 0.084
C -1.293 5.233 -4.900 0.867 1.398 0.988 -0.633
F -1.339 6.592 -4.980 0.438 -0.773 -1.015 0.095
F -2.402 4.929 -4.257 -0.370 -0.815 -0.428 0.127
F -1.224 4.639 -6.102 -0.182 0.645 0.928 0.136
S 0.206 4.827 -3.757 2.189 -1.448 -2.860 0.669
O 1.424 4.574 -4.577 -2.710 0.084 1.134 -0.353
O 0.356 5.948 -2.862 -0.858 -0.899 -0.031 -0.305
N -0.445 3.329 -3.255 1.382 2.474 -0.333 -0.313
S -0.797 3.607 -1.758 -1.511 -1.080 4.001 0.562
O 0.371 3.723 -0.862 -1.429 -0.361 -1.133 -0.353
O -1.910 4.515 -1.498 1.024 -0.496 -0.373 -0.335
C -1.660 1.888 -1.235 0.075 1.539 -1.636 -0.632
F -0.725 0.956 -1.157 0.605 -0.434 1.388 0.113
F -2.397 2.088 -0.129 1.120 -0.475 -0.203 0.121
F -2.499 1.386 -2.154 -0.471 0.568 -0.353 0.099
C 3.042 5.840 -12.557 -0.435 0.990 -1.794 -0.573
F 3.017 4.692 -11.854 0.132 1.190 0.270 0.102
F 2.478 6.913 -11.925 0.261 -1.876 -0.134 0.103
F 4.305 6.211 -12.819 -0.620 -0.888 0.529 0.104
S 2.034 5.445 -14.238 -1.196 -1.433 -0.268 0.689
O 1.294 4.212 -14.067 0.922 0.309 0.733 -0.340
O 1.172 6.594 -14.505 1.728 -1.120 0.403 -0.312
N 3.337 5.018 -15.363 -3.107 -1.097 4.453 -0.269
S 3.507 6.402 -15.918 2.478 6.279 -6.756 0.486
O 2.707 6.661 -17.138 0.912 -0.628 1.871 -0.328
O 3.714 7.590 -15.087 -0.477 -1.228 0.422 -0.331
C 5.279 6.282 -16.606 -3.584 0.586 -1.461 -0.740
F 5.521 7.293 -17.453 0.328 1.016 0.779 0.116
F 6.085 6.265 -15.604 2.105 -0.092 1.175 0.163
F 5.410 5.242 -17.396 0.593 -2.091 -0.106 0.129
C 2.240 -6.930 0.927 0.089 -1.818 1.314 -0.704
F 2.372 -6.482 -0.283 1.136 0.917 -1.422 0.154
F 3.347 -6.702 1.718 -1.213 -0.088 -1.323 0.099
F 1.205 -6.336 1.451 -0.582 0.795 0.800 0.150
S 1.871 -8.775 0.793 1.573 -0.380 -0.761 0.702
O 0.827 -8.956 -0.253 1.970 0.831 2.336 -0.337
O 3.182 -9.360 0.499 -1.766 0.603 0.676 -0.316
N 1.455 -8.957 2.436 2.105 0.639 -2.844 -0.292
S -0.027 -9.301 2.369 -6.298 -0.889 -0.397 0.547
O -1.016 -8.209 2.069 2.293 -1.863 1.027 -0.355
O -0.313 -10.548 1.656 0.204 0.791 0.948 -0.341
C -0.379 -9.749 4.174 0.731 0.507 -1.471 -0.623
F 0.486 -10.707 4.586 -0.761 1.174 0.333 0.112
F -0.297 -8.595 4.901 -0.009 -1.485 0.190 0.087
F -1.620 -10.245 4.239 0.394 0.320 0.446 0.117
C 2.085 0.285 7.027 -2.811 2.858 1.731 -0.642
F 3.252 0.414 7.667 0.009 -0.238 -1.020 0.119
F 1.946 1.194 6.000 0.985 -1.363 1.105 0.092
F 1.822 -0.916 6.637 0.910 -1.014 -0.993 0.176
S 0.625 0.587 8.295 -2.077 0.851 -1.344 0.685
O -0.621 0.755 7.481 3.326 -0.089 1.048 -0.344
O 0.620 -0.592 9.111 0.880 0.064 0.217 -0.307
N 1.094 2.024 9.121 1.430 -3.197 -2.117 -0.322
S -0.262 2.617 9.490 -4.481 2.870 1.689 0.518
O -0.807 3.609 8.571 0.769 -0.668 0.577 -0.328
O -1.214 1.636 10.013 0.971 1.147 -0.049 -0.339
C 0.193 3.761 11.009 -1.990 -1.294 -0.073 -0.548
F -0.753 4.767 11.173 1.585 -1.779 -0.058 0.077
F 0.170 2.934 12.132 0.521 1.928 -1.398 0.063
F 1.371 4.347 10.819 0.096 -0.083 0.652 0.101